(1)
C44H52BF4N11O3W as an isolated structure in a non-equilibrium geometry, computed with ωB97M-V/def2-TZVPD.

Computed properties:
Gap between HOMO and LUMO (spin up / spin down)   5.07 / 5.07 eV
LUMO energy (spin up / spin down)   -7.23 / -7.23 eV
HOMO energy (spin up / spin down)   -12.29 / -12.29 eV
Total charge   +2
Energy   -82371.849 eV
ΔE to the lowest compared entry with this formula, charge and spin   61.0 kJ/mol

Geometry as XYZ:
```
116
Properties=species:S:1:pos:R:3:forces:R:3:lowdin_charge:R:1
W 0.441 0.051 -0.306 -0.604 -1.281 0.278 2.102
C -5.090 1.021 -3.180 0.017 0.032 0.034 -0.068
C -4.926 1.576 -1.757 0.098 -0.114 -0.129 -0.165
C -3.484 1.757 -1.398 -0.227 -0.032 -0.050 -0.119
C -2.719 2.868 -1.529 -0.062 0.263 -0.031 -0.121
C -3.142 4.235 -1.972 0.076 0.058 0.242 -0.171
C -3.373 5.170 -0.774 -0.002 -0.077 -0.048 -0.064
C -1.406 2.523 -1.078 -0.128 -0.192 -0.085 -0.204
N -1.357 1.208 -0.635 0.503 -0.260 0.081 0.009
C -2.640 0.734 -0.871 -0.018 0.196 0.101 -0.221
C -3.042 -0.552 -0.659 -0.444 -0.064 -0.356 0.066
C -2.308 -1.436 0.077 0.189 -0.136 0.244 -0.231
C -2.767 -2.701 0.539 -0.071 -0.172 -0.199 -0.109
C -3.928 -3.448 -0.040 -0.204 0.204 0.248 -0.169
C -5.262 -3.130 0.655 0.026 -0.049 -0.064 -0.058
C -1.956 -3.038 1.583 0.067 -0.211 0.175 -0.105
C -0.997 -1.990 1.705 -0.162 -0.122 -0.117 -0.226
C -0.159 -1.801 2.767 -0.077 -0.218 0.326 0.070
C 0.783 -0.819 2.820 0.136 0.185 0.111 -0.218
N 1.182 -0.047 1.732 -0.191 0.322 -0.604 -0.005
C 2.356 0.539 2.156 -0.075 -0.165 0.013 -0.206
C 3.101 1.420 1.398 0.485 -0.017 0.049 0.093
C 2.535 2.147 0.402 -0.221 0.229 0.096 -0.222
N 1.199 1.996 0.072 -0.004 -0.341 -0.254 0.001
C 0.919 3.101 -0.695 0.134 -0.143 0.141 -0.200
C -0.336 3.371 -1.159 -0.118 0.351 -0.292 0.083
C 2.075 3.917 -0.879 -0.014 0.319 -0.114 -0.098
C 3.097 3.295 -0.234 0.254 -0.007 -0.076 -0.107
C 4.533 3.697 -0.162 -0.016 0.169 0.256 -0.165
C 4.849 4.567 1.065 -0.003 -0.033 -0.063 -0.063
C 2.113 5.176 -1.689 -0.019 -0.199 -0.148 -0.162
C 2.181 4.874 -3.195 -0.014 0.003 0.103 -0.061
C 2.654 0.198 3.505 0.235 0.013 0.153 -0.110
C 1.645 -0.611 3.936 -0.111 0.009 0.178 -0.108
C 1.415 -1.156 5.314 0.209 -0.246 -0.159 -0.166
C 2.248 -2.413 5.606 -0.054 0.068 0.017 -0.063
C 3.841 0.690 4.275 0.090 -0.197 -0.124 -0.162
C 5.107 -0.124 3.961 -0.039 0.070 -0.018 -0.066
N -1.135 -1.056 0.702 0.057 0.253 -0.168 -0.002
C -2.030 -4.231 2.487 -0.149 0.247 0.151 -0.164
C -2.845 -3.955 3.762 0.041 -0.044 -0.050 -0.060
H -6.145 0.897 -3.423 0.028 -0.010 -0.003 0.083
H -4.597 0.050 -3.287 -0.013 0.057 -0.012 0.063
H -4.654 1.705 -3.912 -0.018 -0.055 0.033 0.081
H -5.404 0.904 -1.041 -0.035 0.067 0.011 0.114
H -5.441 2.534 -1.679 -0.006 -0.007 0.045 0.118
H -4.060 4.155 -2.554 0.021 -0.006 -0.066 0.114
H -2.385 4.665 -2.632 -0.051 -0.015 -0.062 0.114
H -4.175 4.787 -0.140 0.046 0.028 -0.013 0.084
H -3.650 6.168 -1.109 0.008 -0.032 0.002 0.083
H -2.472 5.250 -0.161 -0.048 0.017 -0.018 0.075
H -4.026 -0.849 -1.002 0.060 0.017 0.023 0.133
H -3.730 -4.517 0.044 0.030 -0.030 -0.071 0.118
H -4.008 -3.215 -1.104 0.023 -0.077 -0.039 0.108
H -5.232 -3.414 1.707 0.001 0.040 -0.039 0.067
H -6.073 -3.686 0.182 0.032 0.052 0.031 0.085
H -5.499 -2.065 0.599 0.016 -0.062 0.018 0.075
H -0.252 -2.462 3.620 -0.012 0.031 -0.035 0.133
H 4.120 1.640 1.695 -0.099 0.022 0.039 0.135
H -0.501 4.331 -1.631 0.008 -0.017 0.021 0.131
H 4.782 4.253 -1.067 0.001 -0.055 -0.018 0.121
H 5.161 2.804 -0.159 0.008 0.008 -0.056 0.121
H 4.197 5.441 1.101 0.032 -0.032 0.005 0.083
H 5.881 4.913 1.023 -0.023 -0.010 0.026 0.084
H 4.718 4.012 1.997 -0.026 0.035 -0.038 0.067
H 2.981 5.767 -1.397 -0.051 0.034 0.044 0.116
H 1.228 5.779 -1.470 0.040 0.049 0.024 0.117
H 3.113 4.362 -3.442 -0.047 0.011 -0.011 0.084
H 2.127 5.796 -3.772 0.031 -0.029 -0.001 0.083
H 1.357 4.225 -3.505 0.031 0.036 0.007 0.070
H 0.355 -1.377 5.446 -0.004 0.055 0.043 0.111
H 1.666 -0.379 6.037 -0.050 0.008 0.032 0.122
H 2.057 -3.194 4.865 0.020 0.038 0.048 0.073
H 2.001 -2.812 6.591 0.028 0.011 -0.063 0.084
H 3.316 -2.187 5.595 -0.062 -0.029 -0.028 0.068
H 3.622 0.618 5.340 -0.006 0.058 0.015 0.116
H 4.017 1.745 4.053 -0.024 0.017 0.068 0.115
H 4.945 -1.184 4.163 0.018 0.028 -0.010 0.069
H 5.942 0.215 4.575 -0.027 -0.009 -0.039 0.085
H 5.397 -0.025 2.911 -0.017 -0.020 0.073 0.073
H -1.019 -4.538 2.762 0.017 -0.071 -0.043 0.112
H -2.484 -5.059 1.942 0.054 -0.052 -0.012 0.117
H -2.486 -3.062 4.280 -0.020 -0.054 -0.009 0.074
H -2.775 -4.800 4.448 -0.016 0.043 -0.029 0.085
H -3.898 -3.799 3.527 0.044 0.026 0.017 0.068
N -1.345 0.371 -3.414 -0.005 -0.042 -0.228 0.215
C -1.221 -0.919 -3.096 0.147 0.236 -0.141 -0.406
N -1.891 -1.753 -3.880 -0.045 -0.019 0.037 0.212
C -1.743 -3.048 -3.643 -0.100 -0.060 -0.055 -0.412
N -2.417 -3.918 -4.389 0.027 0.037 0.091 0.212
N -0.927 -3.551 -2.687 0.072 -0.093 -0.067 0.213
C -0.325 -2.666 -1.949 -0.161 -0.156 0.032 -0.266
N -0.453 -1.326 -2.028 0.108 0.434 0.464 0.088
C 0.609 -3.183 -0.937 -0.223 -0.171 -0.157 -0.187
C 0.992 -4.511 -0.932 0.045 -0.186 0.024 0.039
C 1.890 -4.937 0.029 0.027 -0.031 -0.036 0.002
C 2.390 -4.007 0.926 0.015 -0.128 -0.010 0.008
C 1.974 -2.695 0.827 0.345 0.063 0.135 -0.090
N 1.081 -2.297 -0.076 -0.231 0.697 0.202 0.033
H -1.830 0.550 -4.278 -0.052 -0.038 -0.008 0.138
H -0.681 1.048 -3.086 -0.032 0.031 0.143 0.082
H -2.990 -3.589 -5.147 -0.007 0.015 -0.013 0.126
H -2.272 -4.904 -4.257 0.009 -0.019 -0.007 0.124
H 0.590 -5.175 -1.682 -0.026 0.010 0.013 0.124
H 2.216 -5.970 0.059 -0.034 0.043 0.014 0.129
H 3.107 -4.286 1.687 -0.015 0.057 -0.060 0.126
H 2.392 -1.938 1.474 0.056 -0.101 -0.097 0.115
O 3.468 -1.369 -2.154 0.431 0.107 0.454 0.145
N 3.217 -0.293 -1.695 -1.235 0.298 -1.091 -0.424
O 3.516 0.797 -2.093 0.320 -0.330 0.510 0.140
O 2.351 -0.343 -0.608 0.789 0.260 0.456 -0.284
F 2.380 1.284 -4.677 -0.234 -0.406 -0.135 0.281
B 1.559 0.264 -4.830 -0.245 0.179 0.113 -0.843
F 1.639 -0.803 -4.041 0.059 0.248 -0.499 0.253
F 0.566 0.331 -5.710 0.430 -0.045 0.206 0.263
F 0.767 0.814 -2.042 0.237 0.324 -0.045 -0.371
```
Positions in Å, forces in eV/Å.

(2)
C39H33BClNO5P2V as an isolated structure, computed with ωB97M-V/def2-TZVPD.

Computed properties:
Gap between HOMO and LUMO (spin up / spin down)   7.43 / 7.59 eV
LUMO energy (spin up / spin down)   -2.99 / -2.82 eV
HOMO energy (spin up / spin down)   -10.42 / -10.42 eV
Total charge   +1
Energy   -110168.045 eV
ΔE to the lowest compared entry with this formula, charge and spin   80.8 kJ/mol
Multiplicity   3

Geometry as XYZ:
```
83
Properties=species:S:1:pos:R:3:forces:R:3:mulliken_spin:R:1
V 0.101 0.543 -0.918 -0.148 -0.396 -0.050 2.074
N -0.993 0.956 1.987 0.087 0.253 0.021 -0.013
P -1.771 1.396 0.533 0.215 0.016 -0.073 -0.013
C -2.063 3.174 0.638 -0.057 -0.020 -0.065 -0.062
C -3.332 3.719 0.804 -0.034 0.003 0.047 0.000
C -3.486 5.096 0.888 -0.005 0.011 0.006 0.001
C -2.378 5.926 0.806 0.011 -0.013 -0.003 -0.001
C -1.110 5.385 0.634 0.010 0.007 0.002 0.004
C -0.951 4.013 0.541 0.016 0.009 -0.021 0.026
C -3.385 0.596 0.550 0.006 0.027 0.042 0.010
C -3.872 -0.050 1.682 0.045 -0.045 0.012 -0.004
C -5.107 -0.679 1.640 -0.041 -0.013 -0.029 0.001
C -5.857 -0.663 0.471 0.012 -0.007 0.036 -0.001
C -5.372 -0.021 -0.660 0.021 0.022 -0.027 -0.001
C -4.136 0.605 -0.624 -0.070 0.013 -0.006 -0.008
P 0.623 0.587 1.604 -0.077 -0.072 -0.363 0.147
C 1.654 1.900 2.292 -0.004 -0.025 -0.001 -0.015
C 1.341 2.559 3.479 -0.026 -0.007 0.028 -0.006
C 2.170 3.560 3.958 0.017 0.007 0.000 0.000
C 3.318 3.907 3.257 -0.012 -0.006 0.010 0.000
C 3.635 3.256 2.075 0.024 0.008 -0.010 0.002
C 2.803 2.258 1.590 -0.012 0.001 -0.026 0.009
C 1.053 -0.940 2.460 -0.047 0.099 0.135 -0.044
C 1.672 -1.958 1.745 0.025 -0.022 -0.003 0.020
C 2.018 -3.144 2.379 0.020 -0.022 -0.036 0.005
C 1.732 -3.318 3.723 -0.013 0.015 0.036 0.000
C 1.106 -2.305 4.443 0.004 -0.006 -0.019 0.000
C 0.773 -1.117 3.816 0.021 -0.017 -0.005 -0.003
H -1.240 1.425 2.852 -0.053 -0.151 0.035 0.000
H -4.201 3.076 0.872 0.017 -0.009 -0.010 -0.001
H -4.474 5.518 1.016 0.011 0.005 -0.001 0.000
H -2.502 6.999 0.870 -0.004 -0.006 0.001 0.000
H -0.245 6.032 0.560 -0.013 0.004 0.001 0.000
H 0.041 3.600 0.383 -0.007 -0.013 -0.004 0.005
H -3.282 -0.086 2.589 0.003 0.006 -0.016 0.000
H -5.483 -1.187 2.518 0.004 0.003 -0.003 0.000
H -6.818 -1.158 0.441 0.004 0.005 -0.004 0.000
H -5.950 -0.013 -1.574 -0.003 -0.006 0.009 0.000
H -3.757 1.091 -1.517 0.017 0.008 0.009 -0.001
H 0.450 2.306 4.042 0.004 -0.009 -0.015 -0.001
H 1.921 4.070 4.879 0.001 -0.002 -0.006 0.000
H 3.963 4.689 3.633 -0.003 -0.002 -0.002 0.000
H 4.524 3.530 1.523 -0.003 0.001 0.006 0.000
H 3.041 1.768 0.652 -0.005 -0.003 0.006 0.000
H 1.880 -1.839 0.687 -0.007 0.027 -0.025 0.000
H 2.504 -3.931 1.817 -0.009 0.001 0.015 0.000
H 1.997 -4.244 4.216 -0.003 0.005 0.000 0.000
H 0.885 -2.440 5.493 0.006 -0.007 -0.006 0.000
H 0.297 -0.329 4.389 -0.007 -0.002 -0.016 0.000
O -2.312 -1.604 -2.115 -0.158 -0.093 -0.072 0.050
B -1.424 -0.828 -1.440 0.218 0.292 0.120 -0.181
O -0.930 -1.483 -0.282 0.032 0.100 -0.214 -0.028
C -1.586 -2.711 -0.267 -0.120 -0.051 -0.070 -0.024
C -1.503 -3.721 0.661 0.030 0.103 -0.031 0.008
C -2.310 -4.831 0.426 -0.019 -0.057 0.015 -0.001
C -3.145 -4.901 -0.684 -0.021 -0.056 0.008 0.003
C -3.221 -3.866 -1.612 0.014 0.126 -0.051 -0.001
C -2.423 -2.771 -1.373 0.090 -0.085 0.208 -0.002
H -0.853 -3.649 1.522 0.006 -0.004 -0.001 0.000
H -2.287 -5.658 1.122 0.007 0.011 -0.001 0.000
H -3.753 -5.783 -0.831 0.004 0.007 0.000 0.000
H -3.870 -3.913 -2.475 0.010 0.000 0.004 0.000
C 4.668 -1.253 -2.417 0.063 0.087 0.020 0.000
C 3.816 -1.546 -3.624 -0.019 -0.027 -0.007 -0.001
C 3.625 -2.880 -3.979 -0.027 -0.009 0.024 0.000
C 2.895 -3.237 -5.097 0.004 0.007 0.006 0.000
Cl 2.696 -4.916 -5.485 -0.009 -0.010 -0.007 0.000
C 2.338 -2.267 -5.913 0.007 0.007 0.011 0.000
C 2.508 -0.940 -5.568 0.010 0.021 0.050 0.000
C 3.225 -0.578 -4.435 -0.104 -0.018 -0.109 0.003
O 3.354 0.795 -4.267 0.188 -0.009 0.094 0.001
C 3.109 1.403 -3.030 -0.248 -0.033 -0.235 -0.007
C 1.704 1.212 -2.512 0.060 -0.179 0.068 0.030
O 1.218 2.054 -1.684 -0.083 0.152 0.272 -0.023
O 1.033 0.164 -2.746 0.111 0.004 0.264 0.047
H 5.163 -2.165 -2.089 0.019 0.013 -0.012 0.000
H 4.086 -0.885 -1.567 -0.026 -0.021 -0.011 0.001
H 5.446 -0.518 -2.634 -0.041 0.025 -0.015 0.000
H 4.072 -3.659 -3.375 0.005 0.014 -0.003 0.000
H 1.779 -2.547 -6.795 0.004 0.005 0.005 0.000
H 2.083 -0.151 -6.174 -0.002 -0.010 -0.001 0.000
H 3.295 2.468 -3.150 -0.033 0.015 -0.063 0.000
H 3.770 1.046 -2.239 0.088 -0.003 0.119 -0.002
```
Positions in Å, forces in eV/Å.